A molecular structure, C37H103BBrN3O17PS at a distorted geometry, computed with ωB97M-V/def2-TZVPD.

XYZ file:
```
164
Properties=species:S:1:pos:R:3
C -1.58 -2.61 -0.73
C -1.24 -2.79 -2.20
P 0.01 -1.60 -2.71
C 0.78 -2.14 -4.29
C 0.66 -3.61 -4.70
N 1.19 -1.58 -1.34
C 2.01 -2.86 -1.26
C 2.54 -3.21 0.12
C 3.20 -4.59 0.13
C 2.28 -5.67 -0.36
O 2.28 -5.76 -1.79
C 3.45 -6.30 -2.26
C 4.33 -5.36 -3.00
O 3.72 -7.45 -2.09
C 1.91 -0.45 -1.39
N 1.36 0.70 -1.14
B -0.11 1.00 -0.91
O -0.74 1.60 -1.94
O -0.82 0.80 0.20
N 3.29 -0.46 -1.75
S 4.36 0.19 -0.51
Br 3.52 0.52 -3.35
H -1.60 -1.57 -0.44
H -0.84 -3.08 -0.10
H -2.50 -3.09 -0.51
H -2.10 -2.75 -2.83
H -0.86 -3.80 -2.29
H 0.25 -1.55 -5.02
H 1.80 -1.79 -4.30
H 1.62 -3.96 -5.03
H 0.35 -4.26 -3.91
H 0.00 -3.70 -5.54
H 1.34 -3.64 -1.54
H 2.79 -2.89 -2.00
H 3.29 -2.50 0.43
H 1.73 -3.21 0.83
H 4.10 -4.61 -0.48
H 3.52 -4.84 1.12
H 2.49 -6.64 0.05
H 1.27 -5.43 -0.06
H 3.76 -4.65 -3.54
H 4.93 -4.80 -2.30
H 4.95 -5.89 -3.69
H 1.98 1.50 -1.20
H -0.20 1.58 -2.73
H -1.68 1.19 0.01
H 3.62 0.18 0.59
C -6.45 -3.38 0.55
C -4.96 -3.29 0.30
O -4.22 -4.01 1.30
H -6.70 -2.99 1.54
H -7.01 -2.82 -0.20
H -6.78 -4.42 0.53
H -4.62 -2.25 0.35
H -4.70 -3.69 -0.69
H -4.50 -4.92 1.26
C 1.03 3.02 3.49
C 0.77 1.60 3.96
O -0.30 1.00 3.23
H 0.14 3.63 3.60
H 1.84 3.48 4.06
H 1.31 3.04 2.43
H 0.48 1.60 5.01
H 1.67 0.99 3.85
H -0.05 1.00 2.30
C 4.43 -3.54 5.08
C 5.28 -3.86 3.87
O 4.57 -3.60 2.65
H 3.52 -4.12 5.06
H 4.97 -3.75 6.00
H 4.15 -2.48 5.08
H 5.54 -4.91 3.85
H 6.20 -3.28 3.88
H 4.35 -2.67 2.64
C 8.82 -1.09 0.03
C 7.84 -2.11 0.57
O 7.21 -1.63 1.75
H 9.58 -0.85 0.78
H 9.33 -1.45 -0.86
H 8.31 -0.15 -0.21
H 8.36 -3.03 0.83
H 7.08 -2.35 -0.18
H 6.75 -0.82 1.51
C 6.72 2.95 -6.55
C 5.50 3.77 -6.14
O 4.34 2.94 -6.00
H 6.53 2.44 -7.49
H 7.59 3.59 -6.67
H 6.94 2.19 -5.80
H 5.27 4.51 -6.90
H 5.69 4.28 -5.19
H 4.53 2.29 -5.32
C 3.38 7.99 -7.36
C 3.84 7.89 -5.91
O 3.22 6.80 -5.24
H 2.30 8.11 -7.40
H 3.85 8.84 -7.86
H 3.64 7.08 -7.91
H 3.56 8.79 -5.36
H 4.93 7.78 -5.86
H 3.46 5.99 -5.70
C 9.36 -0.19 -9.14
C 8.11 0.39 -8.50
O 7.68 1.58 -9.16
H 10.17 0.53 -9.12
H 9.68 -1.09 -8.62
H 9.17 -0.45 -10.18
H 8.30 0.66 -7.46
H 7.29 -0.34 -8.52
H 7.50 1.36 -10.08
C -1.69 -0.29 6.04
C -2.25 -1.70 5.97
O -1.73 -2.54 7.01
H -0.60 -0.31 5.95
H -2.09 0.33 5.24
H -1.93 0.17 7.00
H -1.99 -2.16 5.02
H -3.34 -1.67 6.06
H -1.97 -2.14 7.85
C -3.14 5.04 0.14
C -3.62 3.60 0.14
O -2.97 2.82 1.15
H -2.06 5.08 -0.01
H -3.62 5.62 -0.64
H -3.35 5.51 1.10
H -3.38 3.13 -0.82
H -4.70 3.57 0.29
H -3.18 3.22 2.00
C -8.33 -2.38 5.36
C -7.53 -2.66 4.10
O -8.31 -2.46 2.92
H -9.21 -3.01 5.40
H -7.73 -2.55 6.25
H -8.67 -1.34 5.37
H -7.21 -3.70 4.08
H -6.64 -2.02 4.06
H -8.60 -1.54 2.92
C -6.89 6.47 3.17
C -6.04 6.62 1.92
O -6.17 5.48 1.06
H -6.60 5.57 3.72
H -6.77 7.34 3.83
H -7.94 6.37 2.92
H -4.99 6.70 2.18
H -6.33 7.52 1.37
H -7.10 5.41 0.82
C -2.56 -6.28 6.59
C -3.37 -5.87 5.37
O -4.36 -4.90 5.71
H -3.20 -6.68 7.36
H -1.80 -7.02 6.33
H -2.05 -5.41 7.01
H -3.89 -6.73 4.96
H -2.71 -5.46 4.60
H -3.89 -4.14 6.07
C -10.89 8.93 2.29
C -11.35 7.48 2.35
O -10.71 6.75 3.39
H -9.81 8.97 2.14
H -11.37 9.47 1.49
H -11.11 9.44 3.23
H -11.12 6.97 1.42
H -12.44 7.44 2.49
H -10.92 7.18 4.22
```

Its charge is +1. The calculation puts the HOMO-LUMO gap at 6.84 eV.